(1)
Formula: C9H24N3O6SrY
Source: OMol25
Level of theory: the ωB97M-V functional and the def2-TZVPD basis

Its energy is -28327.2452 eV. The lowest unoccupied orbital energy comes out at -0.35897 Ha. For the HOMO-LUMO gap, the calculation gives 2.57 eV. The total charge is +2.

Geometry as XYZ:
```
44
Properties=species:S:1:pos:R:3:forces:R:3
Sr 4.2288 -4.0652 -0.0829 -1.1 0.1 1.0
Y 1.4217 -2.0292 4.0786 1.7 -0.5 -2.3
O 5.1012 -2.2401 3.6047 -1.4 -0.1 -0.5
H 5.8507 -2.2642 4.2309 -0.8 0.0 0.1
O 1.3515 -1.0626 0.3764 0.7 -0.7 0.8
H 0.7870 -0.6063 -0.2775 -0.1 -0.2 0.8
O 1.7263 -5.5235 2.4886 1.2 1.1 -0.3
H 1.6157 -6.3548 1.9875 -0.4 0.7 0.2
C 1.1464 4.0888 4.0245 -0.5 0.3 1.0
O 1.1494 2.8636 4.0973 0.0 -0.2 -0.4
N 0.0544 4.8653 3.8878 0.3 1.3 0.5
C 0.0916 6.3486 3.9954 -0.1 -0.6 -0.8
C -1.2883 4.3496 3.7216 0.6 -1.4 -0.1
H 2.0455 4.6948 4.2155 0.1 -0.1 -0.4
H -0.4955 6.7332 3.1614 -0.5 0.1 0.3
H 1.0493 6.8236 3.7828 0.4 -0.6 0.6
H -0.3282 6.6370 4.9590 0.1 0.3 -0.2
H -1.5099 4.4931 2.6641 -0.8 0.0 0.2
H -1.2587 3.2889 3.9707 0.2 -0.2 -0.5
H -2.0355 4.6949 4.4361 0.2 0.9 -0.3
C 1.6670 4.1861 -1.7202 0.4 1.0 0.9
O 2.3932 5.0967 -1.3507 -0.2 -0.8 -0.2
N 0.5129 4.3563 -2.3757 0.0 -0.8 -0.8
C -0.3306 3.2597 -2.6849 -0.2 -1.5 0.8
C -0.0928 5.6002 -2.5902 0.0 2.0 -0.6
H 1.8050 3.1272 -1.4524 0.5 -0.1 -0.2
H -0.6775 3.1147 -3.7080 0.3 0.7 -0.2
H -1.2114 3.3254 -2.0461 -0.3 -0.3 0.0
H 0.2295 2.3574 -2.4396 -0.2 -0.2 0.1
H -0.8274 5.8379 -1.8209 -0.1 0.0 0.1
H 0.6533 6.3942 -2.6218 0.0 -0.1 0.1
H -0.5964 5.5912 -3.5568 -0.1 0.1 0.0
C -1.2092 -6.1067 -2.4171 0.9 -2.2 -1.5
O 0.0343 -5.9972 -2.5212 -2.3 0.0 0.8
N -1.9386 -7.2378 -2.8110 1.2 1.8 0.5
C -3.3942 -7.1575 -2.9061 0.5 -0.4 0.7
C -1.2973 -8.4689 -3.2800 0.7 1.2 -0.2
H -1.9171 -5.3450 -2.0553 0.5 0.3 0.0
H -3.7477 -6.1303 -2.8169 0.1 -0.1 0.4
H -3.6955 -7.7983 -2.0775 -1.1 0.2 -0.2
H -3.7909 -7.5158 -3.8560 0.3 -0.2 0.0
H -1.5606 -9.3930 -2.7654 -0.7 0.2 0.0
H -1.4833 -8.4694 -4.3540 0.1 -0.8 0.0
H -0.2283 -8.3628 -3.0950 0.0 0.2 -0.3
```
Forces are in eV/Å.

What are the Mulliken partial charges on each atom? They are as follows, in elementary charge units: 1.805 1.931 -0.789 0.261 -0.777 0.238 -0.882 0.201 0.162 -0.663 0.099 -0.906 -0.953 0.326 0.310 0.357 0.322 0.332 0.280 0.337 0.239 -0.596 0.077 -0.836 -0.925 0.219 0.292 0.363 0.216 0.315 0.312 0.327 0.207 -0.660 0.089 -0.901 -0.884 0.283 0.319 0.335 0.294 0.302 0.346 0.279

(2)
Formula: C4H13N2O3
Source: OMol25
Level of theory: the ωB97M-V functional and the def2-TZVPD basis

As for the energy above the lowest of the compared OMol25 structures with the same formula, charge and spin: 188.1 kJ/mol. Its energy is -13474.4738 eV. The lowest unoccupied orbital energy comes out at -0.10582 Ha. For the HOMO-LUMO gap, the calculation gives 10.62 eV. The total charge is +1.

Geometry as XYZ:
```
22
Properties=species:S:1:pos:R:3:forces:R:3
N -1.5025 1.9502 0.5068 1.3 -1.7 -2.9
C -1.6443 0.4190 0.2277 -1.5 -0.6 -0.8
C -0.7747 0.0644 -1.0452 0.6 -0.3 2.1
N -0.1003 -1.0975 -1.2999 -2.0 0.3 0.0
C 0.0566 -2.1897 -0.3510 1.5 1.5 -0.4
C 1.4722 -1.8499 0.3783 0.8 -1.8 -2.5
O 1.7815 -0.4372 0.3324 2.3 -0.1 0.3
O -0.5483 1.0693 -1.6346 0.5 2.2 -2.7
H -0.4570 2.1085 0.5747 -1.1 0.1 0.3
H -1.9214 2.1952 1.3586 -0.7 0.3 1.7
H -1.9164 2.5240 -0.2584 0.5 -0.7 0.4
H -1.2373 -0.0852 1.0670 0.1 -0.2 1.1
H -2.7506 0.1464 0.1128 1.6 0.5 0.1
H 0.5100 -1.0307 -2.1116 -0.2 0.0 0.3
H -0.7911 -2.1223 0.3181 0.0 -0.3 0.3
H 0.0053 -3.1468 -0.9199 0.4 0.5 0.9
H 2.2975 -2.3411 -0.2882 -1.5 0.5 1.4
H 1.4729 -2.2948 1.3688 0.2 0.3 0.2
H 2.8094 -0.3186 0.2867 -2.9 -0.6 0.1
H 1.3621 0.8530 1.3644 -1.1 1.0 1.5
H 0.9360 1.5172 2.7875 0.7 -0.2 2.5
O 0.7969 1.5384 1.8813 0.2 -0.8 -3.9
```
Forces are in eV/Å.

What are the Mulliken partial charges on each atom? They are as follows, in elementary charge units: -0.266 -0.792 0.676 -0.210 -0.654 -0.300 -0.580 -0.603 0.365 0.316 0.369 0.479 0.321 0.231 0.290 0.336 0.360 0.289 0.340 0.432 0.272 -0.669

(3)
Formula: C6H15NO2
Source: OMol25
Level of theory: the ωB97M-V functional and the def2-TZVPD basis

As for the energy above the lowest of the compared OMol25 structures with the same formula, charge and spin: 258.0 kJ/mol. Its energy is -12048.7371 eV. The lowest unoccupied orbital energy comes out at 0.01617 Ha. For the HOMO-LUMO gap, the calculation gives 8.42 eV. Its SMILES is C=C/C(=C\N)CC.O.O.

Geometry as XYZ:
```
24
Properties=species:S:1:pos:R:3:forces:R:3
C 0.8496 -2.5115 -1.3121 0.5 0.3 0.1
C 0.5414 -1.8038 -0.2328 -0.4 0.5 0.3
C -0.6726 -0.9744 -0.0834 -0.9 0.0 -0.5
C -1.0564 -0.0508 -0.9749 0.6 -0.2 -0.3
N -0.4057 0.2399 -2.1950 -0.3 0.3 0.8
C -1.5413 -1.1617 1.1284 0.4 -2.0 0.9
C -0.9947 -0.4851 2.3741 -2.0 1.5 1.4
H 1.7467 -3.1149 -1.3470 0.0 0.0 -0.1
H 0.2590 -2.4231 -2.2078 -0.3 -0.3 -0.1
H 1.1945 -1.7499 0.6357 0.1 -0.6 0.0
H -1.9158 0.5732 -0.7637 -0.1 -0.1 -0.1
H 0.5556 -0.0806 -2.1668 0.0 0.0 -0.2
H -0.4485 1.2394 -2.3577 0.2 -0.1 -0.3
H -2.6123 -1.0725 0.9382 0.0 1.7 -0.1
H -1.7370 -2.2083 1.4342 1.3 -0.4 -0.5
H -1.2041 0.5860 2.3125 0.5 0.2 -0.3
H 0.0130 -0.5828 2.7727 0.3 -0.5 -0.9
H -1.6223 -0.7267 3.2460 0.0 -0.4 -0.1
O 1.3181 1.9493 1.5199 -0.5 -0.1 -0.2
H 1.7225 2.7452 1.8703 0.4 -0.3 0.3
H 1.7300 1.1686 1.8934 0.2 0.2 0.3
O 1.1464 3.0574 -0.9691 0.0 0.4 -0.9
H 1.0821 2.1248 -0.7637 0.0 -0.2 0.4
H 0.8910 3.5068 -0.1665 -0.1 -0.1 0.2
```
Forces are in eV/Å.

What are the Mulliken partial charges on each atom? They are as follows, in elementary charge units: -0.752 -0.408 0.673 -0.411 -0.587 -1.030 -1.057 0.273 0.355 0.220 0.319 0.291 0.326 0.506 0.351 0.287 0.272 0.382 -0.578 0.281 0.285 -0.658 0.357 0.302